Record 1
A molecular structure, C36H67N4O4S3SbSeSiTi. Source: OMol25; level of theory: ωB97M-V/def2-TZVPD.

## Properties
Orbital gap (spin up / spin down) in eV: 6.76 / 7.18
Spin multiplicity: 2
LUMO level (spin up / spin down) in Eh: -0.1070 / -0.0920
HOMO (spin up / spin down) in hartree: -0.3552 / -0.3557
Charge: +1

Cartesian coordinates (Å):
Ti  -0.019  -0.103  -0.148
C  1.201  3.288  -1.140
C  2.127  2.763  -0.070
C  1.916  3.513  1.234
C  3.565  2.898  -0.537
O  1.797  1.304  0.126
Si  2.862  0.255  0.945
S  1.808  -1.529  0.910
O  3.038  0.911  2.420
C  4.091  0.765  3.403
C  4.404  -0.714  3.584
C  5.317  1.542  2.949
C  3.528  1.360  4.685
O  4.304  0.172  0.229
C  4.988  -0.608  -0.776
C  6.182  0.240  -1.195
C  5.444  -1.912  -0.139
C  4.075  -0.865  -1.969
H  1.387  4.355  -1.263
H  0.159  3.164  -0.857
H  1.361  2.783  -2.090
H  2.133  4.567  1.052
H  2.565  3.154  2.025
H  0.885  3.440  1.569
H  3.739  3.946  -0.788
H  3.746  2.300  -1.429
H  4.285  2.615  0.227
H  4.794  -1.147  2.663
H  3.505  -1.261  3.867
H  5.154  -0.852  4.362
H  5.712  1.150  2.015
H  6.096  1.478  3.709
H  5.069  2.595  2.810
H  2.650  0.803  5.011
H  3.239  2.398  4.524
H  4.270  1.330  5.481
H  6.774  0.515  -0.323
H  5.853  1.153  -1.690
H  6.818  -0.313  -1.884
H  6.136  -1.716  0.680
H  5.958  -2.526  -0.878
H  4.592  -2.475  0.243
H  3.514  0.031  -2.238
H  3.378  -1.675  -1.757
H  4.667  -1.164  -2.834
N  -0.037  -1.513  3.368
C  -0.286  -0.210  3.157
N  -0.538  0.330  1.970
C  -0.888  1.667  2.150
C  -0.825  2.146  3.408
S  -0.373  0.881  4.483
C  -1.487  2.307  0.986
C  -2.123  3.496  0.919
S  -2.979  3.606  -0.576
C  -2.412  2.041  -1.014
N  -1.584  1.495  -0.137
N  -2.823  1.415  -2.128
H  0.447  -1.982  2.606
H  0.271  -1.782  4.290
H  -1.081  3.126  3.764
H  -2.208  4.256  1.673
H  -3.299  1.964  -2.828
H  -2.134  0.766  -2.507
C  -3.874  -4.414  0.805
C  -2.447  -3.903  0.635
C  -1.629  -4.120  1.899
Sb  -2.339  -1.909  -0.157
C  -3.946  -0.841  0.815
C  -3.854  -1.081  2.321
C  -5.376  -1.020  0.332
C  -2.809  -2.318  -2.221
C  -2.010  -3.548  -2.665
C  -4.264  -2.483  -2.633
H  -3.857  -5.495  0.956
H  -4.509  -4.215  -0.058
H  -4.354  -3.978  1.681
H  -1.974  -4.477  -0.165
H  -1.990  -3.514  2.730
H  -0.574  -3.888  1.742
H  -1.689  -5.167  2.205
H  -3.651  0.197  0.632
H  -4.225  -2.069  2.599
H  -4.469  -0.350  2.851
H  -2.837  -0.996  2.708
H  -5.707  -2.058  0.376
H  -5.519  -0.661  -0.685
H  -6.047  -0.442  0.973
H  -2.396  -1.443  -2.734
H  -2.484  -4.464  -2.311
H  -0.975  -3.542  -2.322
H  -1.993  -3.608  -3.754
H  -4.711  -3.375  -2.192
H  -4.313  -2.610  -3.718
H  -4.889  -1.629  -2.380
C  -3.982  2.579  -7.578
C  -3.015  2.108  -6.531
C  -2.595  0.790  -6.471
C  -1.696  0.341  -5.509
C  -1.296  -1.105  -5.540
C  -1.193  1.242  -4.559
Se  0.039  0.603  -3.224
C  -1.583  2.588  -4.625
C  -1.030  3.640  -3.709
C  -2.490  2.991  -5.597
H  -4.362  1.747  -8.169
H  -3.505  3.283  -8.262
H  -4.834  3.090  -7.128
H  -2.972  0.082  -7.198
H  -1.645  -1.571  -6.460
H  -1.731  -1.653  -4.702
H  -0.217  -1.232  -5.470
H  -0.715  3.221  -2.759
H  -1.768  4.423  -3.529
H  -0.153  4.118  -4.151
H  -2.784  4.034  -5.629
O  0.565  -1.604  -1.556
H  1.415  -1.975  -1.269
H  0.544  -1.323  -2.506

Results of the Mulliken charge analysis, in e, for atoms 1 through 8: atom 1 (Ti): 1.27, atom 2 (C): -2.15, atom 3 (C): 1.69, atom 4 (C): -1.36, atom 5 (C): -1.61, atom 6 (O): 1.72, atom 7 (Si): -0.47, atom 8 (S): -1.27

***

Record 2
3 unconnected molecules or ions with the total composition C36H68BClI2N6O6S2 at a distorted geometry. Source: OMol25; level of theory: ωB97M-V/def2-TZVPD.

## Properties
Orbital gap in eV: 7.07
SMILES: CCCCC[C@](N=C=O)(O[C@@](S)(Cl)CB(O)O)[C@@](CCCCC)(O[C@](N=C=O)(N=C=S)NCCC)/C(I)=C(/C)I.CCN(CC)CC.CCN(CC)CC
LUMO level in Eh: -0.0322
HOMO in hartree: -0.2920

Cartesian coordinates (Å):
C  3.619  -5.742  1.714
C  3.675  -5.953  0.083
C  2.556  -4.875  -0.535
C  3.265  -3.681  -1.417
C  4.349  -2.758  -0.600
C  3.781  -1.234  -0.148
N  2.746  -1.719  0.833
C  1.462  -1.761  0.465
O  0.182  -1.324  0.290
O  3.447  -0.764  -1.437
C  2.537  0.043  -2.006
S  1.769  1.529  -1.181
Cl  3.383  0.813  -3.538
C  1.251  -0.706  -2.784
B  0.006  0.329  -3.102
O  0.134  1.353  -4.168
O  -1.220  0.183  -2.257
C  4.922  -0.196  0.475
C  5.591  0.784  -0.751
C  6.597  0.103  -1.773
C  6.932  1.025  -3.101
C  6.550  2.600  -3.003
C  7.361  3.477  -1.883
O  4.107  0.918  1.044
C  3.342  0.951  2.181
N  3.571  2.383  2.747
C  4.066  3.193  1.714
O  4.334  4.043  0.704
N  3.539  -0.106  3.292
C  3.448  0.503  4.544
S  4.093  1.241  5.977
N  1.800  0.938  2.060
C  1.095  2.056  2.735
C  -0.535  1.653  2.655
C  -1.322  3.094  2.943
C  6.151  -0.445  1.424
I  6.697  1.072  3.047
C  7.284  -1.380  1.497
C  8.508  -1.422  2.639
I  7.614  -2.826  -0.014
H  4.721  -5.665  2.100
H  3.036  -4.757  2.024
H  3.111  -6.684  2.187
H  4.729  -5.576  -0.281
H  3.429  -7.046  -0.266
H  1.777  -4.514  0.256
H  1.934  -5.525  -1.321
H  3.830  -4.254  -2.300
H  2.402  -3.094  -1.942
H  5.117  -2.527  -1.441
H  4.699  -3.376  0.310
H  2.407  2.732  -1.554
H  1.659  -1.128  -3.824
H  0.828  -1.624  -2.214
H  0.310  0.859  -5.021
H  -1.167  0.858  -1.508
H  4.749  1.505  -1.199
H  6.241  1.545  -0.090
H  6.354  -0.954  -2.207
H  7.653  -0.019  -1.225
H  6.348  0.576  -4.039
H  8.085  0.901  -3.379
H  6.827  3.086  -4.058
H  5.392  2.789  -2.878
H  7.875  2.820  -1.062
H  6.544  4.155  -1.338
H  8.121  4.205  -2.434
H  1.413  0.064  2.530
H  1.126  3.109  2.188
H  1.263  2.151  3.913
H  -0.776  0.927  3.571
H  -0.809  1.180  1.620
H  -1.404  3.691  1.925
H  -2.358  2.955  3.479
H  -0.658  3.772  3.654
H  9.207  -2.372  2.519
H  9.248  -0.501  2.536
H  8.074  -1.535  3.746
C  -3.990  5.521  -0.300
C  -3.865  4.065  -0.741
N  -5.083  3.274  -0.554
C  -4.869  1.832  -0.742
C  -4.470  1.352  -2.134
C  -6.303  3.802  -1.170
C  -6.295  4.020  -2.679
H  -4.291  5.592  0.751
H  -3.023  6.025  -0.406
H  -4.711  6.074  -0.909
H  -3.061  3.622  -0.139
H  -3.524  4.043  -1.782
H  -5.767  1.287  -0.426
H  -4.089  1.513  -0.039
H  -5.321  1.347  -2.817
H  -4.104  0.322  -2.077
H  -3.670  1.956  -2.573
H  -6.542  4.759  -0.689
H  -7.152  3.157  -0.912
H  -5.365  4.473  -3.036
H  -7.112  4.694  -2.957
H  -6.458  3.086  -3.220
C  -6.236  -0.949  2.065
C  -7.285  -2.041  2.261
N  -8.442  -1.928  1.370
C  -9.546  -2.824  1.742
C  -9.301  -4.326  1.644
C  -8.155  -1.866  -0.065
C  -7.391  -3.031  -0.684
H  -6.673  0.047  2.189
H  -5.441  -1.062  2.811
H  -5.765  -1.004  1.079
H  -7.632  -1.962  3.299
H  -6.796  -3.016  2.168
H  -10.434  -2.573  1.148
H  -9.832  -2.595  2.777
H  -9.327  -4.672  0.609
H  -10.092  -4.864  2.177
H  -8.348  -4.626  2.091
H  -7.590  -0.946  -0.262
H  -9.091  -1.724  -0.621
H  -6.558  -3.368  -0.061
H  -6.972  -2.726  -1.649
H  -8.046  -3.882  -0.879

Results of the Mulliken charge analysis, in e, for atoms 1 through 8: atom 1 (C): -0.86, atom 2 (C): -0.28, atom 3 (C): -0.69, atom 4 (C): -0.49, atom 5 (C): -0.35, atom 6 (C): 0.67, atom 7 (N): -0.28, atom 8 (C): 0.54

***

Here are the calculated ΔE to the lowest compared entry with this formula, charge and spin numbers, same order: 95.4 1446.4 (kJ/mol).